An isolated molecule of C4H9NO, computed with ωB97M-V/def2-TZVPD.

CARTESIAN COORDINATES (ANGSTROEM)
C -0.12177 0.75897 1.44354
C 0.09898 0.35966 -0.01435
C 1.58438 0.22454 -0.34236
N -0.60707 -0.88003 -0.31899
C -1.60646 -0.96438 -1.23441
O -2.03768 -0.03805 -1.89274
H 0.42393 1.67858 1.67986
H 0.24817 -0.02306 2.11902
H -1.18447 0.92039 1.64844
H -0.35341 1.10912 -0.67080
H 1.72683 -0.06673 -1.38762
H 2.05837 -0.53166 0.29653
H 2.10789 1.17039 -0.16695
H -0.33605 -1.72256 0.16729
H -2.00164 -1.99516 -1.32646

Forces on atoms 1 to 2 (eV/Å):
0.00 0.01 0.06
0.03 0.12 0.01

Summary:
**Charge**: 0
**Structure (SMILES)**: CC(C)NC=O
**E**: -287.8195 Ha
**2S+1**: 1
**LUMO energy**: 0.88 eV
**Orbital gap**: 10.6 eV
**Energy relative to the best compared isomer or geometry (same formula, charge and spin)**: 34.0 kJ/mol

=====

An isolated molecule of C4H9NO at a distorted geometry, computed with ωB97M-V/def2-TZVPD.

CARTESIAN COORDINATES (ANGSTROEM)
C 2.00550 -0.25188 0.21199
N 0.72875 -0.95091 0.15385
C -0.41698 -0.11085 0.23986
C -0.63732 1.02237 -0.75741
C -1.73597 -0.57676 0.63123
O -0.89536 0.36730 1.45786
H 2.16356 0.50292 -0.57405
H 2.09150 0.23980 1.18342
H 2.80651 -0.98928 0.14259
H 0.63490 -1.44040 -0.73349
H 0.20770 1.70718 -0.74176
H -0.81942 0.62076 -1.75765
H -1.52004 1.59215 -0.43269
H -2.08295 -1.29946 1.34364
H -2.48568 -0.31229 -0.13679

Forces on atoms 1 to 2 (eV/Å):
0.22 0.09 0.08
-0.15 0.06 -0.08

Summary:
**Charge**: 0
**Structure (SMILES)**: CN[C@@]1(C)CO1
**E**: -287.7207 Ha
**2S+1**: 1
**LUMO energy**: 1.02 eV
**Orbital gap**: 10.2 eV
**Energy relative to the best compared isomer or geometry (same formula, charge and spin)**: 293.4 kJ/mol

=====

A cluster of 2 separate species, C4H9NO in total at a distorted geometry, computed with ωB97M-V/def2-TZVPD.

CARTESIAN COORDINATES (ANGSTROEM)
N -1.94022 0.38843 -1.19073
O -1.85526 -0.96204 -1.48868
H -1.83051 0.85837 -2.11868
H -2.85576 0.62162 -0.82706
H -1.29429 0.70956 -0.42344
C -0.73821 0.75786 1.96220
C 0.12665 0.22063 1.24599
C 1.23755 -0.70532 0.81676
C 1.93978 -0.29710 -0.47116
H -1.61626 1.16528 2.50666
H 2.00815 -0.73603 1.71286
H 0.64781 -1.65461 0.71784
H 1.76546 -0.93882 -1.30781
H 2.97252 -0.01772 -0.26354
H 1.43258 0.58989 -0.87122

Forces on atoms 1 to 2 (eV/Å):
0.33 -0.19 -0.83
0.23 -0.02 0.54

Summary:
**Charge**: 0
**Structure (SMILES)**: [NH3+][O-].C#CCC
**E**: -287.6082 Ha
**2S+1**: 1
**LUMO energy**: 0.74 eV
**Orbital gap**: 9.1 eV
**Energy relative to the best compared isomer or geometry (same formula, charge and spin)**: 588.7 kJ/mol

=====

A cluster of 2 separate species, C4H9NO in total at a distorted geometry, computed with ωB97M-V/def2-TZVPD.

CARTESIAN COORDINATES (ANGSTROEM)
C 2.03312 0.16895 0.12756
C 0.62196 0.51501 -0.39910
O -0.35293 -0.57017 -0.14221
C -1.62262 -0.55722 -0.78925
H 2.12283 -0.91153 0.24664
H 2.80111 0.48288 -0.59445
H 2.28191 0.63265 1.09080
H 0.63492 0.57805 -1.48103
H 0.33370 1.50385 0.00635
H -2.23683 -1.40005 -0.41565
H -1.50058 -0.71372 -1.86460
H -2.20726 0.35953 -0.61233
C -0.78743 -0.20969 1.91593
N -0.08340 0.67073 2.17551
H -1.50408 -1.00318 1.90075

Forces on atoms 1 to 2 (eV/Å):
-0.25 -0.17 -0.10
-0.31 -0.36 -0.45

Summary:
**Charge**: 0
**Structure (SMILES)**: CCOC.C#N
**E**: -287.7210 Ha
**2S+1**: 1
**LUMO energy**: 0.95 eV
**Orbital gap**: 10.7 eV
**Energy relative to the best compared isomer or geometry (same formula, charge and spin)**: 292.7 kJ/mol